Below is a cluster of 8 separate species, C30H31F7O25 in total in a non-equilibrium geometry, with properties calculated with wB97M-V/def2-TZVPD.

* M: 924.54 u
* frontier orbital gap: 0.321 Eh
* maximum force: 1.486 eV/Å
* electronic energy: -101821.3516 eV
* SMILES: C=CCC1=C(OCC)C(=O)OC1=O.O=C1OC[C@@H](F)O1.O=C1OC[C@@H](F)O1.O=C1OC[C@@H](F)O1.O=C1OC[C@@H](F)O1.O=C1OC[C@@H](F)O1.O=C1OC[C@@H](F)O1.O=C1OC[C@@H](F)O1

Structure (XYZ):
```
93
Properties=species:S:1:pos:R:3:forces:R:3
C 2.79032 -0.43355 -1.23694 0.6 0.1 0.0
C 2.37905 0.37920 -2.21627 -0.1 -0.1 0.1
C 1.13091 0.17615 -3.04617 0.8 -0.1 -0.6
C 0.06023 0.93828 -2.33149 -0.1 -0.1 -0.2
C -0.97970 0.59721 -1.55410 -0.1 0.2 0.3
O -1.57126 -0.52133 -1.18661 0.1 0.0 0.2
C -0.86258 -1.77025 -1.31538 -0.2 -0.3 0.0
C -1.22296 -2.47868 -2.60282 -0.2 0.3 0.0
C -1.39974 1.83891 -0.81207 1.3 -0.1 0.7
O -1.83086 1.90878 0.29407 -0.8 0.1 -0.3
O -0.82255 2.91928 -1.43745 -0.3 0.1 -0.3
C -0.07665 2.40540 -2.50654 -0.9 -0.3 -0.6
O 0.13004 3.05279 -3.48364 0.8 0.2 0.5
H 2.91233 -1.50728 -1.34903 -1.4 -0.2 0.4
H 3.17873 -0.01848 -0.31322 1.2 0.1 -0.5
H 2.92364 1.30397 -2.40187 -0.8 0.7 0.8
H 1.27565 0.63676 -4.02205 -0.2 -0.2 -0.2
H 0.90361 -0.88255 -3.13758 -0.1 0.0 -0.2
H 0.20588 -1.60469 -1.18429 0.0 0.1 -0.1
H -1.22361 -2.35925 -0.47668 0.1 0.0 0.1
H -2.27999 -2.73935 -2.58820 0.0 -0.1 0.0
H -0.62932 -3.38428 -2.71019 0.0 0.0 0.0
H -1.07731 -1.83599 -3.47055 0.2 0.0 0.0
O -1.29196 8.73633 1.52086 -0.1 0.0 0.0
C -1.59696 7.74689 0.93928 -0.1 0.0 0.0
O -1.53829 6.49879 1.43940 0.0 0.0 0.0
C -2.13425 5.60391 0.49116 0.0 -0.2 0.0
C -2.00154 6.38266 -0.80051 -0.1 0.0 0.1
F -3.03051 6.16109 -1.64884 -0.1 0.1 0.0
O -2.05449 7.72571 -0.34299 0.2 0.0 -0.1
H -3.18297 5.45045 0.74953 0.0 0.0 -0.1
H -1.61692 4.64966 0.48288 0.1 0.1 0.1
H -1.06401 6.22456 -1.33536 -0.1 0.0 -0.1
O 3.35011 -0.49691 -4.87731 0.1 -0.1 -0.1
C 4.47140 -0.15840 -5.06828 0.0 -0.1 0.0
O 5.49913 -0.37772 -4.22132 0.0 0.0 0.0
C 6.71203 0.03720 -4.86374 0.1 0.0 0.0
C 6.19402 1.02352 -5.89231 0.0 -0.1 0.0
F 6.92143 1.02735 -7.02822 0.0 -0.1 0.0
O 4.89941 0.51339 -6.16812 -0.1 0.2 0.1
H 7.18520 -0.81789 -5.34408 0.0 0.1 -0.1
H 7.39656 0.47003 -4.14100 -0.1 0.0 0.1
H 6.09936 2.05003 -5.53266 0.1 0.0 -0.1
O -2.35997 -5.88545 2.45615 0.0 0.0 0.0
C -2.99737 -4.94936 2.10720 0.1 0.0 0.0
O -3.80972 -4.22734 2.90360 0.0 0.0 0.2
C -4.29716 -3.10112 2.17172 -0.1 0.1 0.0
C -4.13319 -3.57612 0.74092 0.1 0.1 0.1
F -3.82606 -2.56850 -0.10839 0.1 0.0 0.0
O -3.02468 -4.45291 0.83770 -0.2 -0.2 0.0
H -3.66467 -2.23419 2.36945 0.0 0.0 -0.1
H -5.32370 -2.88283 2.44984 0.0 -0.2 0.1
H -4.98746 -4.12581 0.34232 0.0 0.1 -0.1
O 9.33784 -1.31673 -6.60553 0.0 0.0 0.1
C 9.26818 -2.48693 -6.44117 0.1 0.0 0.0
O 9.57527 -3.42634 -7.36147 0.0 0.0 0.0
C 9.50344 -4.71120 -6.73968 0.0 -0.1 0.0
C 8.58026 -4.44178 -5.56715 0.1 0.0 0.0
F 8.88509 -5.19134 -4.48448 0.1 0.0 0.0
O 8.84682 -3.08036 -5.28612 -0.3 0.1 -0.1
H 10.49382 -5.00342 -6.38742 0.0 0.0 0.1
H 9.12479 -5.45008 -7.43906 0.0 0.1 -0.1
H 7.51744 -4.55878 -5.78712 0.0 -0.1 0.1
O -4.29445 14.17729 0.28494 0.0 0.0 0.0
C -3.69099 13.18791 0.04502 -0.1 0.0 -0.1
O -3.97880 11.95996 0.53367 0.0 0.0 0.0
C -3.12197 11.00620 -0.10295 0.0 -0.2 0.0
C -1.96528 11.87513 -0.54585 -0.1 0.0 -0.1
F -1.40867 11.45047 -1.70619 -0.1 0.0 0.0
O -2.59193 13.12531 -0.76083 0.1 0.1 0.2
H -3.63366 10.57501 -0.96528 0.1 0.0 -0.1
H -2.83210 10.22211 0.58646 0.0 0.1 0.2
H -1.17595 11.99180 0.19844 0.1 -0.1 -0.1
O -6.79618 -5.16585 4.89578 0.0 0.1 0.0
C -5.96375 -5.92911 5.24762 0.1 0.1 0.0
O -5.19644 -6.67980 4.43080 -0.1 -0.1 -0.1
C -4.20062 -7.33972 5.21221 0.1 -0.1 0.0
C -4.84714 -7.34992 6.58344 0.1 0.1 -0.1
F -3.93808 -7.23606 7.58674 0.0 0.0 0.0
O -5.63969 -6.18157 6.55182 -0.2 -0.1 0.0
H -3.28629 -6.74344 5.21112 0.0 0.0 0.1
H -3.99332 -8.32656 4.81035 -0.1 0.0 -0.1
H -5.48275 -8.21350 6.78508 0.1 0.0 0.1
O -0.34635 -1.72605 7.79035 0.0 0.0 0.0
C -0.95762 -2.64600 8.21060 0.1 -0.1 0.0
O -1.41298 -3.68514 7.46830 0.0 0.0 0.0
C -1.96989 -4.66192 8.34958 -0.1 -0.1 0.0
C -2.29846 -3.82864 9.57196 0.1 0.0 0.0
F -2.16010 -4.52497 10.72495 0.1 0.0 0.0
O -1.31719 -2.81396 9.51604 -0.2 0.2 -0.1
H -1.21560 -5.41374 8.58832 0.0 0.0 0.1
H -2.83463 -5.13690 7.89933 0.0 0.1 -0.1
H -3.28867 -3.36942 9.55760 0.0 -0.1 0.1
```
Positions in Å, forces in eV/Å.

The computed Mulliken charges, all in e, follow: atom 1 (C): -0.92, atom 2 (C): -0.14, atom 3 (C): -0.38, atom 4 (C): 1.01, atom 5 (C): 0.37, atom 6 (O): -0.36, atom 7 (C): 0.05, atom 8 (C): -1.21, atom 9 (C): 0.05, atom 10 (O): -0.53, atom 11 (O): -0.26, atom 12 (C): -0.24, atom 13 (O): -0.53, atom 14 (H): 0.30, atom 15 (H): 0.24, atom 16 (H): 0.44, atom 17 (H): 0.39, atom 18 (H): 0.30, atom 19 (H): 0.15, atom 20 (H): 0.19, atom 21 (H): 0.35, atom 22 (H): 0.39, atom 23 (H): 0.37, atom 24 (O): -0.52, atom 25 (C): 0.67, atom 26 (O): -0.35, atom 27 (C): -0.25, atom 28 (C): 0.40, atom 29 (F): -0.29, atom 30 (O): -0.30, atom 31 (H): 0.27, atom 32 (H): 0.11, atom 33 (H): 0.30, atom 34 (O): -0.51, atom 35 (C): 0.63, atom 36 (O): -0.31, atom 37 (C): -0.03, atom 38 (C): 0.27, atom 39 (F): -0.26, atom 40 (O): -0.33, atom 41 (H): -0.07, atom 42 (H): 0.29, atom 43 (H): 0.25, atom 44 (O): -0.51, atom 45 (C): 0.65, atom 46 (O): -0.30, atom 47 (C): -0.40, atom 48 (C): 0.28, atom 49 (F): -0.23, atom 50 (O): -0.33, atom 51 (H): 0.28, atom 52 (H): 0.31, atom 53 (H): 0.24, atom 54 (O): -0.47, atom 55 (C): 0.68, atom 56 (O): -0.32, atom 57 (C): -0.43, atom 58 (C): 0.31, atom 59 (F): -0.27, atom 60 (O): -0.30, atom 61 (H): 0.28, atom 62 (H): 0.28, atom 63 (H): 0.29, atom 64 (O): -0.50, atom 65 (C): 0.60, atom 66 (O): -0.34, atom 67 (C): -0.05, atom 68 (C): 0.31, atom 69 (F): -0.28, atom 70 (O): -0.34, atom 71 (H): 0.26, atom 72 (H): 0.01, atom 73 (H): 0.29, atom 74 (O): -0.52, atom 75 (C): 0.70, atom 76 (O): -0.30, atom 77 (C): -0.31, atom 78 (C): 0.24, atom 79 (F): -0.24, atom 80 (O): -0.30, atom 81 (H): 0.21, atom 82 (H): 0.30, atom 83 (H): 0.25, atom 84 (O): -0.49, atom 85 (C): 0.65, atom 86 (O): -0.30, atom 87 (C): -0.07, atom 88 (C): 0.31, atom 89 (F): -0.28, atom 90 (O): -0.32, atom 91 (H): 0.24, atom 92 (H): -0.05, atom 93 (H): 0.30

Below is the molecule C30H31FN4O2, with properties calculated with wB97M-V/def2-TZVPD.

* M: 498.60 u
* frontier orbital gap: 0.300 Eh
* maximum force: 0.649 eV/Å
* electronic energy: -44388.0097 eV
* SMILES: O=C(NCCN1CCN(c2ccccc2F)CC1)[C@@H]1c2ccccc2C(=O)N2CCc3ccccc3[C@H]12

Structure (XYZ):
```
68
Properties=species:S:1:pos:R:3:forces:R:3
O 2.93773 -0.93087 1.85045 0.4 -0.1 0.1
C 1.75042 -1.09938 1.66840 -0.5 0.3 0.2
N 1.22105 -1.42022 0.47292 -0.2 -0.1 -0.4
C 2.06044 -1.89063 -0.61373 0.5 0.3 -0.1
C 2.96331 -0.80950 -1.24598 -0.1 -0.3 0.1
N 2.33377 0.22436 -2.02832 -0.1 0.0 -0.1
C 1.51194 -0.24223 -3.12411 0.1 0.2 -0.2
C 1.22103 0.94807 -4.04582 -0.1 -0.4 -0.1
N 0.58064 2.03585 -3.34345 0.2 0.2 -0.2
C -0.79610 2.13133 -3.29543 -0.3 0.2 0.0
C -1.65948 1.09011 -3.66094 0.1 0.0 0.1
C -3.03337 1.24055 -3.65195 -0.2 0.0 0.0
C -3.61354 2.43868 -3.27694 0.0 -0.1 0.0
C -2.79233 3.49921 -2.93140 0.2 0.0 0.0
C -1.42364 3.34080 -2.95408 -0.1 0.1 0.0
F -0.67124 4.42956 -2.64119 0.0 -0.2 -0.1
C 1.38658 2.44965 -2.21155 0.1 -0.1 0.6
C 1.64804 1.25743 -1.28198 0.0 0.4 -0.1
C 0.76922 -1.06045 2.85232 0.1 -0.1 0.0
C 0.65965 -2.49076 3.30189 -0.2 -0.1 0.2
C 1.62008 -3.06323 4.12300 0.0 0.0 0.0
C 1.52358 -4.39497 4.48717 0.0 0.0 0.0
C 0.46921 -5.17039 4.02896 0.0 0.0 0.0
C -0.48404 -4.61141 3.20076 -0.1 0.1 -0.1
C -0.39274 -3.27276 2.83131 0.2 -0.2 0.3
C -1.43409 -2.71488 1.93738 -0.1 -0.1 -0.2
O -2.22016 -3.42333 1.33118 0.0 -0.2 0.1
N -1.44423 -1.35681 1.79690 0.0 0.2 -0.2
C -2.57426 -0.74268 1.13065 -0.3 0.0 -0.5
C -2.07696 0.29747 0.13865 -0.1 -0.1 0.2
C -1.22237 1.29657 0.86394 -0.1 0.0 0.0
C -1.13719 2.60492 0.40479 0.0 0.0 0.0
C -0.35499 3.53910 1.05377 0.0 0.0 0.0
C 0.33128 3.17288 2.19928 0.1 0.0 0.1
C 0.22745 1.88261 2.68099 0.0 -0.1 0.0
C -0.53401 0.92602 2.01604 -0.1 0.1 -0.1
C -0.62657 -0.46843 2.60591 0.2 0.1 0.5
H 0.22745 -1.58096 0.41034 0.1 0.0 0.1
H 2.72763 -2.66688 -0.22169 -0.1 0.0 -0.1
H 1.41393 -2.33740 -1.36959 0.0 0.0 0.1
H 3.53108 -0.33163 -0.44656 0.0 -0.1 -0.1
H 3.66713 -1.33070 -1.90348 0.0 0.0 0.1
H 2.05954 -1.01019 -3.67539 0.0 0.0 0.0
H 0.55621 -0.67346 -2.77395 0.0 0.0 0.0
H 0.61466 0.64734 -4.90053 0.0 0.0 0.0
H 2.17782 1.32985 -4.41759 0.0 -0.1 0.0
H -1.24962 0.13626 -3.95235 0.1 -0.1 0.0
H -3.65618 0.40445 -3.93333 0.0 -0.1 0.0
H -4.68544 2.55463 -3.26305 -0.1 0.0 0.0
H -3.19880 4.46069 -2.65763 0.0 0.1 0.0
H 0.89711 3.24223 -1.65237 0.0 0.0 -0.1
H 2.34197 2.82110 -2.59346 0.0 0.0 0.1
H 2.27757 1.57271 -0.44850 0.0 0.0 0.1
H 0.68526 0.90835 -0.87249 0.1 0.1 0.0
H 1.27173 -0.48163 3.63081 -0.1 0.0 -0.2
H 2.44812 -2.46137 4.46633 0.1 0.1 0.0
H 2.27477 -4.82970 5.12951 0.1 0.0 0.1
H 0.39599 -6.20889 4.31425 0.0 -0.1 0.0
H -1.31194 -5.19048 2.82041 -0.1 0.0 0.0
H -3.13343 -1.54032 0.63785 0.1 0.2 0.1
H -3.22083 -0.26095 1.87582 0.0 0.0 0.0
H -2.91830 0.79827 -0.34313 0.0 0.0 0.0
H -1.49748 -0.19115 -0.65191 0.0 0.0 -0.1
H -1.69998 2.88161 -0.47386 -0.1 0.0 -0.1
H -0.29192 4.54829 0.67615 0.0 0.1 0.0
H 0.93672 3.89477 2.72575 0.1 0.1 0.1
H 0.74074 1.62074 3.59365 0.1 0.0 0.1
H -1.10564 -0.36782 3.60019 0.1 0.0 -0.2
```
Positions in Å, forces in eV/Å.

The computed Mulliken charges, all in e, follow: atom 1 (O): -0.69, atom 2 (C): -0.20, atom 3 (N): 0.49, atom 4 (C): -1.00, atom 5 (C): -1.34, atom 6 (N): 0.11, atom 7 (C): -0.01, atom 8 (C): -1.71, atom 9 (N): 0.09, atom 10 (C): 1.05, atom 11 (C): -0.49, atom 12 (C): -0.96, atom 13 (C): -0.63, atom 14 (C): -0.19, atom 15 (C): 0.21, atom 16 (F): -0.41, atom 17 (C): -1.64, atom 18 (C): -0.40, atom 19 (C): 0.48, atom 20 (C): -0.24, atom 21 (C): -0.41, atom 22 (C): -0.66, atom 23 (C): -0.61, atom 24 (C): -0.63, atom 25 (C): 0.41, atom 26 (C): 0.66, atom 27 (O): -0.73, atom 28 (N): -0.08, atom 29 (C): -1.59, atom 30 (C): 0.17, atom 31 (C): 0.25, atom 32 (C): -0.15, atom 33 (C): -0.74, atom 34 (C): -1.02, atom 35 (C): -0.61, atom 36 (C): 0.04, atom 37 (C): 0.05, atom 38 (H): -0.01, atom 39 (H): 0.46, atom 40 (H): 0.51, atom 41 (H): 0.59, atom 42 (H): 0.42, atom 43 (H): 0.53, atom 44 (H): 0.10, atom 45 (H): 0.57, atom 46 (H): 0.44, atom 47 (H): 0.35, atom 48 (H): 0.40, atom 49 (H): 0.40, atom 50 (H): 0.44, atom 51 (H): 0.44, atom 52 (H): 0.41, atom 53 (H): 0.66, atom 54 (H): 0.24, atom 55 (H): 0.75, atom 56 (H): 0.50, atom 57 (H): 0.42, atom 58 (H): 0.42, atom 59 (H): 0.51, atom 60 (H): 0.57, atom 61 (H): 0.29, atom 62 (H): 0.53, atom 63 (H): -0.13, atom 64 (H): 0.53, atom 65 (H): 0.44, atom 66 (H): 0.41, atom 67 (H): 0.42, atom 68 (H): 0.50

Below is a structure of composition C30H31N6O3PRhS in a non-equilibrium geometry, with properties calculated with wB97M-V/def2-TZVPD.

* M: 689.56 u
* frontier orbital gap (alpha / beta): 0.257 / 0.257 Eh
* maximum force: 1.266 eV/Å
* electronic energy: -69825.3574 eV
* net charge: +1

Structure (XYZ):
```
73
Properties=species:S:1:pos:R:3:forces:R:3
Rh -0.40233 0.04128 0.23539 0.5 -0.2 0.2
N 1.68670 -0.55848 -3.51767 0.0 0.1 0.1
C 1.26334 -0.25391 -2.28007 0.0 -0.1 -0.2
S -0.46296 -0.25700 -2.03367 -0.2 0.1 -0.1
N 2.17179 0.02398 -1.38215 0.1 0.0 0.1
N 1.62367 0.24993 -0.16768 -0.2 0.0 0.0
C 2.37547 0.65277 0.78623 0.1 -0.1 -0.1
C 1.80731 0.85049 2.11075 -0.1 0.0 0.1
C 2.58425 1.32580 3.15889 -0.1 -0.1 0.0
C 2.00053 1.46901 4.40776 0.0 0.0 0.0
C 0.66953 1.12679 4.57269 0.0 0.0 0.0
C -0.04044 0.66286 3.47476 -0.1 0.0 0.0
N 0.50659 0.53455 2.27356 -0.3 0.0 -0.4
H 1.03145 -0.69258 -4.26541 0.0 -0.1 0.0
H 2.66967 -0.49442 -3.71977 0.0 0.0 0.0
H 3.43196 0.82249 0.60936 0.0 0.0 0.0
H 3.62474 1.57034 2.99663 0.0 0.0 0.0
H 2.58181 1.83925 5.24141 0.0 0.0 0.0
H 0.18221 1.20638 5.53367 0.0 0.0 0.0
H -1.08204 0.37960 3.55906 0.0 0.0 0.0
C -3.84255 0.28405 -1.34958 0.0 0.1 0.1
O -3.74727 -0.36600 -0.07234 0.1 -0.1 0.1
P -2.54070 -0.09357 0.93864 -0.3 0.0 -0.3
O -2.89452 -1.12083 2.08493 0.1 0.0 0.0
C -2.99534 -2.55075 1.90848 0.0 0.0 0.0
O -2.88298 1.28221 1.66018 0.0 0.0 0.0
C -4.13897 1.45586 2.35084 0.0 0.0 0.0
H -4.71662 -0.13578 -1.83804 0.0 0.0 0.0
H -2.95574 0.09592 -1.95067 0.0 0.0 0.0
H -3.97690 1.35788 -1.21564 0.0 0.0 0.0
H -3.47774 -2.92731 2.80529 0.0 0.0 0.0
H -2.00074 -2.97638 1.81033 0.0 0.0 0.0
H -3.60474 -2.77896 1.03559 0.0 0.0 0.0
H -4.34076 2.52293 2.36181 0.0 0.0 0.0
H -4.04912 1.07793 3.36679 0.0 0.0 0.0
H -4.94065 0.93193 1.83316 0.0 0.0 0.0
N -0.56080 2.14907 0.01309 0.1 -0.1 0.2
C -0.61517 3.28646 -0.10376 0.0 -0.1 -0.1
C -0.69015 4.70336 -0.27907 0.0 0.1 0.0
C -0.39028 5.24712 -1.52871 0.0 0.0 0.0
C -0.45544 6.61897 -1.69521 0.0 0.0 0.0
C -0.81385 7.43229 -0.62784 0.0 0.0 0.0
C -1.11061 6.88403 0.61306 0.0 0.0 0.0
C -1.05045 5.51400 0.79655 0.0 0.0 0.0
H -0.11394 4.59839 -2.34873 0.0 0.0 0.0
H -0.22641 7.05464 -2.65785 0.0 0.0 0.0
H -0.86282 8.50426 -0.76477 0.0 0.0 0.0
H -1.38868 7.52572 1.43765 0.0 0.0 0.0
H -1.27909 5.07081 1.75641 0.0 0.0 0.0
N -0.08890 -1.89388 0.59545 0.8 0.5 0.9
C -0.04387 -3.06461 0.12511 -0.4 0.4 -0.5
C 0.77271 -4.04364 0.91942 -0.2 -0.1 0.1
C 0.28046 -5.30983 1.22535 0.1 0.0 0.0
C 1.02377 -6.17572 2.01494 0.0 0.0 0.0
C 2.26816 -5.78718 2.48939 0.0 0.0 0.0
C 2.76546 -4.52799 2.18043 0.0 0.0 0.0
C 2.01674 -3.65638 1.40584 0.0 -0.1 0.0
C -0.72606 -3.58773 -1.10653 0.1 0.0 0.0
C -1.89335 -2.99179 -1.57514 -0.1 -0.2 0.0
C -2.52405 -3.46606 -2.71327 0.0 0.0 0.0
C -1.98601 -4.53999 -3.40862 0.0 0.0 0.0
C -0.81894 -5.13807 -2.95712 0.0 0.0 0.0
C -0.19695 -4.67019 -1.80868 0.0 0.1 -0.1
H -0.68574 -5.61885 0.84458 0.0 0.0 0.0
H 0.63344 -7.15615 2.25515 0.0 0.0 0.0
H 2.85282 -6.46717 3.09512 0.0 0.0 0.0
H 3.74057 -4.22861 2.54296 0.0 0.0 0.0
H 2.39095 -2.67096 1.15865 0.0 0.0 0.0
H -2.30895 -2.15183 -1.03739 0.0 -0.1 0.0
H -3.43591 -2.99736 -3.06222 0.0 0.0 0.0
H -2.47748 -4.91130 -4.29854 0.0 0.0 0.0
H -0.39190 -5.97224 -3.49821 0.0 0.0 0.0
H 0.71539 -5.13897 -1.46463 0.0 0.0 0.0
```
Positions in Å, forces in eV/Å.

The computed Mulliken charges, all in e, follow: atom 1 (Rh): -0.29, atom 2 (N): -0.38, atom 3 (C): 0.75, atom 4 (S): -0.47, atom 5 (N): -1.73, atom 6 (N): 1.25, atom 7 (C): -0.95, atom 8 (C): 0.94, atom 9 (C): -0.96, atom 10 (C): -0.36, atom 11 (C): -0.86, atom 12 (C): -0.40, atom 13 (N): 0.63, atom 14 (H): 0.19, atom 15 (H): 0.24, atom 16 (H): 0.44, atom 17 (H): 0.49, atom 18 (H): 0.44, atom 19 (H): 0.47, atom 20 (H): 0.46, atom 21 (C): -0.48, atom 22 (O): -0.36, atom 23 (P): 1.00, atom 24 (O): -0.37, atom 25 (C): -0.55, atom 26 (O): -0.03, atom 27 (C): -0.85, atom 28 (H): 0.28, atom 29 (H): 0.14, atom 30 (H): 0.26, atom 31 (H): 0.36, atom 32 (H): 0.20, atom 33 (H): 0.29, atom 34 (H): 0.25, atom 35 (H): 0.27, atom 36 (H): 0.36, atom 37 (N): 0.14, atom 38 (C): 0.35, atom 39 (C): 0.22, atom 40 (C): -0.40, atom 41 (C): -0.67, atom 42 (C): -0.35, atom 43 (C): -0.64, atom 44 (C): -0.40, atom 45 (H): 0.48, atom 46 (H): 0.40, atom 47 (H): 0.41, atom 48 (H): 0.41, atom 49 (H): 0.50, atom 50 (N): 0.32, atom 51 (C): -0.78, atom 52 (C): 0.31, atom 53 (C): -0.02, atom 54 (C): -0.88, atom 55 (C): -0.47, atom 56 (C): -0.78, atom 57 (C): -0.32, atom 58 (C): 0.56, atom 59 (C): 0.39, atom 60 (C): -1.17, atom 61 (C): -0.51, atom 62 (C): -0.90, atom 63 (C): -0.33, atom 64 (H): 0.49, atom 65 (H): 0.40, atom 66 (H): 0.40, atom 67 (H): 0.41, atom 68 (H): 0.39, atom 69 (H): 0.57, atom 70 (H): 0.43, atom 71 (H): 0.41, atom 72 (H): 0.43, atom 73 (H): 0.54